No. 1
3 unconnected molecules or ions with the total composition CH4FN3O in a non-equilibrium geometry, computed with ωB97M-V/def2-TZVPD.

```
10
Properties=species:S:1:pos:R:3
H -0.7714 0.2619 1.5037
N -0.3799 -0.6891 1.4199
N 0.8415 -0.6562 1.2728
H 1.2199 -1.6135 1.1821
N -0.8816 -0.0891 -2.5621
C -1.5799 0.2262 -1.6515
O -2.2078 0.3492 -0.6914
H -0.5379 0.3474 -3.3826
F 2.4470 1.3099 1.5066
H 1.8502 0.5533 1.4026
```

HOMO-LUMO gap: 10.44 eV
E_tot: -379.834714 a.u.
relative energy (zero: lowest compared OMol25 entry of this formula, charge and spin): 0.0 kcal per mole
SMILES string: [H]/N=N/[H].N=C=O.F

No. 2
A molecular structure, C11H17B2N7Tc in a non-equilibrium geometry, computed with ωB97M-V/def2-TZVPD.

```
38
Properties=species:S:1:pos:R:3
H 0.9667 3.2421 1.1349
N 0.4951 1.7103 -0.2633
B 0.1859 0.3790 -2.4361
N 0.5080 1.6609 -1.6419
C 0.8808 2.8535 -2.1215
Tc 0.0334 -0.0807 1.0769
H 0.9607 2.9804 -3.1922
C 1.1132 3.7081 -1.0596
H 1.4232 4.7300 -1.1260
C 0.8706 2.9515 0.0980
H 0.2925 0.5160 -3.6208
C -0.7734 -1.8568 1.6562
H -0.9237 -1.9330 2.7473
H -0.0356 -2.6135 1.3316
H -1.7263 -2.0629 1.1400
N -1.2594 -0.0037 -2.0466
N 1.1122 -0.7103 -1.8602
N -1.5603 -0.1726 -0.7182
N 1.2187 -0.9755 -0.5003
C -2.3635 -0.2302 -2.7972
C 1.9630 -1.5064 -2.5226
H -2.3162 -0.1404 -3.8874
H 2.0244 -1.4230 -3.5936
C -3.3979 -0.5588 -1.9335
C 2.6270 -2.3088 -1.6121
C -2.8550 -0.5250 -0.6420
C 2.1481 -1.9503 -0.3499
H -4.4278 -0.8036 -2.1903
H 3.3649 -3.0565 -1.8384
H -3.3116 -0.7509 0.3089
H 2.4225 -2.3287 0.6240
H -1.5682 0.0129 1.6712
B 0.2052 0.1822 5.5379
C 0.4920 0.2451 4.0404
N 0.6438 0.2801 2.8663
H -0.8230 0.7594 5.8792
H 1.1998 0.7645 5.9318
H 0.1905 -0.9846 5.9090
```

2S+1: 4
charge: +2
⟨S²⟩: 3.812
HOMO-LUMO gap (alpha / beta): 5.84 / 3.97 eV
E_tot: -942.384800 a.u.

No. 3
A molecular structure, C28H36Cl5N4O5P2S3W in a non-equilibrium geometry, computed with ωB97M-V/def2-TZVPD.

```
84
Properties=species:S:1:pos:R:3
W 1.1547 1.2678 -0.5251
O 0.4152 3.2589 -0.5886
N 0.5544 4.0530 0.4652
C -0.2700 5.1184 0.5299
C -0.1628 6.0388 1.5347
C 0.8270 5.8651 2.5024
C 1.6548 4.7717 2.4231
C 1.5231 3.8363 1.3880
S 2.5432 2.4608 1.2492
H -0.9903 5.1697 -0.2721
H -0.8396 6.8801 1.5565
H 0.9474 6.5835 3.3022
H 2.4296 4.5946 3.1546
Cl -1.3021 -1.0778 -0.7300
C -1.3943 0.1028 -1.9932
C -0.3549 1.0470 -2.0847
C -0.5306 1.9720 -3.1433
Cl 0.6143 3.2454 -3.4413
C -1.6126 1.9461 -4.0263
Cl -1.7586 3.1122 -5.2878
C -2.5903 0.9738 -3.8891
Cl -3.9072 0.8993 -4.9958
C -2.4756 0.0498 -2.8589
Cl -3.6992 -1.1593 -2.6854
C 2.9116 -0.8547 2.0880
P 2.2828 -0.7765 0.3605
C 1.8495 -2.5238 0.0798
C 3.9947 -0.6785 -0.3789
C 4.0343 -0.2549 -1.8380
P 3.0137 1.2471 -2.1532
C 4.1842 2.6168 -1.8177
C 3.1164 1.2195 -3.9842
H 3.8565 -1.3999 2.0828
H 2.1949 -1.3635 2.7236
H 3.0774 0.1488 2.4750
H 2.6406 -3.1531 0.4889
H 1.7294 -2.7128 -0.9843
H 0.9110 -2.7309 0.5939
H 4.4958 -1.6400 -0.2459
H 4.5266 0.0602 0.2295
H 3.6143 -1.0387 -2.4705
H 5.0587 -0.0630 -2.1653
H 5.0582 2.5453 -2.4670
H 4.4856 2.6072 -0.7733
H 3.6672 3.5586 -2.0119
H 4.1612 1.0347 -4.2380
H 2.7995 2.1634 -4.4127
H 2.4951 0.4169 -4.3774
C -3.7232 -5.1267 0.4528
C -3.6051 -4.0738 1.5226
C -4.4931 -3.0042 1.5853
C -4.3866 -2.0431 2.5812
C -3.3982 -2.1796 3.5396
C -2.5032 -3.2420 3.5009
C -2.6021 -4.1730 2.4852
S -3.2504 -1.0380 4.8836
O -3.0823 -1.8411 6.0581
O -4.3048 -0.0679 4.8142
N -1.8283 -0.2248 4.6664
C -1.8075 1.0750 3.9699
C -0.4023 1.3117 3.4260
C -0.1638 0.6201 2.0953
O 0.1281 -0.5759 2.0688
O -0.2885 1.3876 1.0625
H -4.1869 -4.7227 -0.4452
H -4.3402 -5.9565 0.8063
H -2.7440 -5.5303 0.1949
H -5.2761 -2.9148 0.8423
H -5.0712 -1.2066 2.6404
H -1.7580 -3.3453 4.2807
H -1.8980 -4.9957 2.4395
H -1.1199 -0.8657 4.3165
H -2.0477 1.8377 4.7082
H -2.5501 1.1425 3.1706
H 0.3185 0.9515 4.1627
H -0.2492 2.3769 3.2628
N 0.6626 -3.1408 -5.5944
C 0.2286 -2.6435 -4.4182
N -1.0522 -2.8749 -4.0988
S 1.2470 -1.7770 -3.4100
H 0.0732 -3.6810 -6.2042
H 1.6361 -3.0428 -5.8116
H -1.6959 -3.3324 -4.7205
H -1.3998 -2.5216 -3.2223
```

2S+1: 4
⟨S²⟩: 3.770
HOMO-LUMO gap (alpha / beta): 7.33 / 8.06 eV
E_tot: -5929.177802 a.u.
relative energy (zero: lowest compared OMol25 entry of this formula, charge and spin): 8.1 kcal per mole